32
Properties=species:S:1:pos:R:3:mulliken_charge:R:1 method="wB97M-V/def2-TZVPD" e_homo_ev=-7.82 de_lowest_ev=11.586 e_lumo_ev=0.51 e_tot_ha=-1161.58593 homo_lumo_gap_ev=8.33 spin_multiplicity=1 max_force_ev_per_a=13.27
C 2.31069 -3.96931 -0.47035 -1.30
C 1.13199 -4.34436 0.31022 -0.48
C 0.15279 -3.24075 0.82605 0.37
O -0.35599 -3.37814 1.81975 -0.42
O 0.40838 -2.28157 -0.16338 -0.27
C -0.43438 -1.24121 0.43751 0.09
C -1.79451 -1.45420 0.04706 -0.73
H -2.04117 -1.43998 -1.29885 0.28
H -2.41213 -2.39511 0.20649 0.40
S -3.02020 -0.03742 0.51834 -0.41
C -2.21259 1.21443 0.34343 0.70
N -2.56019 2.39256 0.32666 -0.74
C -1.22255 3.35088 0.00874 0.70
C -1.33706 4.71190 0.20066 -0.82
C -0.02494 5.21343 -0.26721 -0.45
C 1.15308 4.37031 -0.29152 -0.62
C 1.15398 3.10702 -0.39332 -1.07
C -0.17426 2.48247 -0.04641 0.59
N -0.82861 1.28540 -0.06960 0.20
C 0.08021 0.00296 -0.11517 -0.76
H 0.20793 -0.21764 -1.40420 0.22
H 1.05065 0.07494 0.36189 0.35
H 1.74944 2.40769 -0.54466 0.72
H 2.03245 4.83330 -0.44847 0.50
H -0.10462 6.25797 -0.35681 0.40
H -2.14803 5.39878 0.34657 0.40
H -0.36763 -1.08684 1.45628 0.41
H 1.33998 -5.04315 1.19097 0.36
H 0.56467 -5.22892 -0.13837 0.31
H 1.97795 -3.46082 -1.36862 0.31
H 2.83178 -3.36201 -0.02341 0.50
H 2.89288 -4.92261 -1.00026 0.26

=====

32
Properties=species:S:1:pos:R:3:mulliken_charge:R:1 method="wB97M-V/def2-TZVPD" e_homo_ev=-9.39 de_lowest_ev=2.382 e_lumo_ev=0.72 e_tot_ha=-838.97851 homo_lumo_gap_ev=10.11 smiles="O=C1CCN(O[C@@H]2CCc3ccccc32)C(=O)N1" spin_multiplicity=1 max_force_ev_per_a=4.30
O -0.50121 -1.62674 3.84727 -0.67
C -0.01995 -0.96930 2.92827 0.34
C 0.73063 -1.63706 1.78382 -0.09
C 1.77038 -0.62952 1.29276 -0.78
N 1.12292 0.67984 1.09304 0.47
O 1.63358 1.53000 0.01625 -0.49
C 0.90040 1.47753 -1.22468 -0.18
C -0.28744 2.47457 -1.13939 -0.98
C -1.53413 1.64671 -0.82278 -0.71
C -1.14518 0.27641 -1.27855 0.71
C -1.94859 -0.86787 -1.48562 -0.85
C -1.33234 -2.06495 -1.91743 -0.50
C 0.05216 -2.10217 -2.17207 -0.71
C 0.80975 -0.95655 -1.99523 -0.29
C 0.22251 0.20663 -1.51086 0.18
C 0.27820 1.16930 2.08030 0.29
O -0.10055 2.31861 2.11692 -0.64
N -0.23289 0.36646 3.03922 -0.05
H 0.00088 -1.86406 1.03049 0.02
H 1.19586 -2.55598 2.12142 0.36
H 2.61344 -0.57752 2.01363 0.38
H 2.15228 -0.95159 0.35123 0.32
H 1.59739 1.72120 -2.04345 0.51
H -0.44547 2.95773 -2.10173 0.44
H -0.09711 3.24829 -0.38274 0.30
H -2.40390 1.98872 -1.43173 0.42
H -1.70704 1.71612 0.27094 0.16
H -3.01493 -0.85398 -1.31298 0.47
H -1.96902 -2.91009 -2.20703 0.38
H 0.51451 -2.97162 -2.59760 0.43
H 1.87502 -0.98687 -2.19749 0.51
H -0.73016 0.74778 3.83578 0.25